C50H50BBrMoN7O8 | wB97M-V/def2-TZVPD

Energy relative to the best compared isomer or geometry (same formula, charge and spin) in kJ/mol: 3.7
Electronic energy in eV: -152041.27620
Total charge: +1
E_HOMO (spin up / spin down) in eV: -9.0746 / -7.7843
Multiplicity: 3

Geometry as XYZ:
```
118
C50H50BBrMoN7O8 (wB97M-V/def2-TZVPD)
Mo 13.4428 15.9539 13.7125
Br 12.8185 19.1947 11.4658
O 12.9991 13.7774 20.3411
O 15.8302 14.0444 12.5193
O 15.5499 16.3603 13.1290
O 11.4326 12.0234 14.2654
O 17.5371 15.0364 13.6027
O 13.4165 22.9832 10.9990
O 13.1088 13.9330 13.4372
O 7.8316 14.3286 17.3976
N 13.8603 18.0946 14.2606
N 13.9281 15.6630 15.8038
N 11.5402 15.8410 14.5452
N 17.7938 21.1238 14.9019
N 11.9623 14.6045 11.5953
N 12.6549 15.8896 11.6085
N 17.4842 22.2926 14.5876
C 11.4236 11.5669 13.0100
C 10.2744 15.2346 16.4270
C 12.8511 13.5556 12.1355
C 11.0658 10.6734 10.4948
C 16.9557 13.1931 12.1710
C 14.7337 20.5518 15.1290
C 19.3559 13.6609 13.0179
C 11.8236 11.7960 10.7102
C 14.4586 23.5995 13.1436
C 12.9939 18.9878 14.7007
C 9.2666 15.9328 14.4127
C 14.2029 14.3747 19.9226
C 14.4845 21.7299 8.1345
C 17.9097 13.6411 13.3262
C 16.5364 21.9322 12.3403
C 15.8419 21.6551 7.8426
C 10.5102 9.9737 11.5391
C 17.5725 12.8552 14.5991
C 13.7116 18.0699 8.9634
C 12.9302 15.0056 17.8670
C 16.4580 11.8008 12.2654
C 12.5965 16.5337 10.4985
C 9.0954 15.3990 15.6889
C 17.0491 19.9739 14.3982
C 13.0906 17.8954 10.1486
C 15.2277 18.4250 14.1896
C 15.7442 19.2466 8.0942
C 13.7484 20.5532 8.3942
C 14.4535 23.0272 11.8356
C 7.7624 14.9156 16.1219
C 11.4984 15.4608 15.8289
C 14.3846 19.3005 8.4423
C 16.4828 22.4753 13.6421
C 12.8309 15.3363 16.5213
C 15.6935 19.6608 14.5940
C 17.4493 17.7682 13.5042
C 12.0805 12.2303 11.9760
C 16.1085 17.5358 13.6410
C 16.4725 20.4222 7.8656
C 12.2878 23.8550 11.1216
C 15.4797 23.3560 14.0002
C 10.6928 10.4083 12.8066
C 15.5138 22.2146 11.4478
C 15.1532 15.6552 16.4288
C 15.2497 15.3269 17.7959
C 17.9033 19.0518 13.8695
C 14.1207 14.9706 18.5424
C 10.4832 16.1132 13.8091
C 13.4260 20.2569 15.0840
C 17.4066 13.5290 10.7542
B 16.2875 15.1427 13.1125
H 10.2851 9.8448 13.6325
H 12.7392 20.6334 8.7362
H 11.8390 24.0708 10.1156
H 15.7111 11.5511 11.4811
H 17.5326 20.3121 7.5373
H 12.7545 21.0543 15.4000
H 15.5143 23.7701 15.0342
H 17.3618 21.3709 11.9717
H 7.4242 14.2145 15.3025
H 16.2699 18.3420 8.1564
H 13.7484 13.4734 11.4797
H 16.2444 15.2381 18.2641
H 10.2708 14.8842 17.3949
H 16.4113 22.5573 7.6466
H 18.1230 13.3189 15.3981
H 17.8436 11.8103 14.6396
H 12.1279 15.9820 9.6727
H 14.5037 15.1555 20.6010
H 19.6075 12.8085 12.3591
H 18.9666 19.2686 13.7123
H 16.0913 15.8800 15.9109
H 20.0183 13.6121 13.9010
H 13.9234 17.0799 8.5492
H 6.9555 14.1014 17.7011
H 18.0666 17.0275 13.0187
H 11.0001 10.2980 9.5113
H 12.6604 14.3988 21.0140
H 19.5549 14.5873 12.5261
H 9.9976 9.0677 11.2665
H 7.0269 15.7131 16.0658
H 12.1715 12.3529 9.8578
H 12.5752 24.8498 11.4927
H 15.4311 21.7401 10.5097
H 11.4893 23.3790 11.7683
H 12.1830 12.6635 14.3839
H 12.0445 14.8020 18.4088
H 8.3416 16.0762 13.8709
H 16.5510 12.9775 14.9605
H 13.8940 22.6596 8.1786
H 16.6110 13.2935 10.0680
H 16.0731 11.5311 13.2721
H 17.3430 11.2040 12.0389
H 10.5685 16.4170 12.7798
H 15.0391 13.6360 19.9302
H 13.6453 24.2366 13.5089
H 11.6213 14.3348 10.6532
H 17.6521 14.6195 10.8006
H 15.0704 21.5116 15.4895
H 11.9250 18.6732 14.5493
H 18.3310 13.0112 10.5180
```

These are the Mulliken partial charges, in e, on atoms 1 to 99: number 1, Mo, carries -0.877; number 2, Br, carries 0.019; number 3, O, carries -0.534; number 4, O, carries -0.327; number 5, O, carries -0.067; number 6, O, carries -0.740; number 7, O, carries -0.509; number 8, O, carries -0.180; number 9, O, carries -0.264; number 10, O, carries -0.494; number 11, N, carries 0.945; number 12, N, carries 0.578; number 13, N, carries 1.070; number 14, N, carries -0.420; number 15, N, carries -0.342; number 16, N, carries 1.027; number 17, N, carries -0.541; number 18, C, carries 0.579; number 19, C, carries -0.730; number 20, C, carries 2.200; number 21, C, carries -0.936; number 22, C, carries 0.753; number 23, C, carries -1.014; number 24, C, carries -1.717; number 25, C, carries -0.774; number 26, C, carries -0.445; number 27, C, carries -0.826; number 28, C, carries -1.106; number 29, C, carries -0.724; number 30, C, carries -0.453; number 31, C, carries 1.909; number 32, C, carries -0.156; number 33, C, carries -0.383; number 34, C, carries -0.391; number 35, C, carries -2.099; number 36, C, carries -0.821; number 37, C, carries -1.030; number 38, C, carries -1.798; number 39, C, carries -1.312; number 40, C, carries -0.015; number 41, C, carries -0.215; number 42, C, carries -0.113; number 43, C, carries -0.612; number 44, C, carries -0.661; number 45, C, carries -0.075; number 46, C, carries 0.440; number 47, C, carries -0.697; number 48, C, carries 0.259; number 49, C, carries 0.302; number 50, C, carries -0.374; number 51, C, carries 0.772; number 52, C, carries 1.750; number 53, C, carries -1.209; number 54, C, carries -0.545; number 55, C, carries 0.558; number 56, C, carries -0.514; number 57, C, carries -0.913; number 58, C, carries -0.575; number 59, C, carries -0.762; number 60, C, carries 0.102; number 61, C, carries -0.378; number 62, C, carries -1.537; number 63, C, carries -0.292; number 64, C, carries 0.395; number 65, C, carries -0.764; number 66, C, carries -1.064; number 67, C, carries -1.640; number 68, B, carries 1.176; number 69, H, carries 0.485; number 70, H, carries 0.564; number 71, H, carries 0.266; number 72, H, carries 0.401; number 73, H, carries 0.369; number 74, H, carries 0.449; number 75, H, carries 0.403; number 76, H, carries 0.546; number 77, H, carries 0.317; number 78, H, carries 0.517; number 79, H, carries 0.007; number 80, H, carries 0.424; number 81, H, carries 0.945; number 82, H, carries 0.424; number 83, H, carries 0.575; number 84, H, carries 0.373; number 85, H, carries 0.526; number 86, H, carries 0.398; number 87, H, carries 0.351; number 88, H, carries 0.464; number 89, H, carries 0.409; number 90, H, carries 0.362; number 91, H, carries 0.421; number 92, H, carries 0.318; number 93, H, carries 0.649; number 94, H, carries 0.434; number 95, H, carries 0.348; number 96, H, carries 0.392; number 97, H, carries 0.391; number 98, H, carries 0.376; number 99, H, carries 0.414